{
  "formula": "C25H26AuN4O2S2",
  "method": "ωB97M-V with the def2-TZVPD basis set",
  "elements": ["Au", "O", "C", "C", "C", "C", "C", "C", "C", "O", "N", "N", "C", "S", "C", "C", "S", "H", "H", "H", "H", "H", "H", "H", "H", "H", "C", "C", "C", "C", "C", "C", "C", "C", "C", "C", "N", "C", "C", "C", "C", "C", "N", "H", "H", "H", "H", "H", "H", "H", "H", "H", "H", "H", "H", "H", "H", "H", "H", "H"],
  "coordinates": [[-0.215708, -1.526987, -0.126607], [-4.688504, -3.028742, 2.281978], [-4.148011, -2.936507, 3.506806], [-4.863412, -3.451553, 4.591747], [-4.340986, -3.383355, 5.867821], [-3.096125, -2.802193, 6.090380], [-2.387757, -2.292038, 5.016981], [-2.891921, -2.344509, 3.720071], [-2.134564, -1.782107, 2.553960], [-2.657297, -1.850074, 1.405553], [-0.970483, -1.228288, 2.873402], [-0.254483, -0.744259, 1.795114], [0.557208, 0.196760, 2.103963], [1.629964, 0.934216, 0.927753], [1.864752, 2.425044, 1.931314], [1.984665, 1.982726, 3.376932], [0.621131, 0.835297, 3.741670], [-4.001335, -2.614520, 1.675713], [-5.827823, -3.902161, 4.397591], [-4.907215, -3.788268, 6.698249], [-2.685387, -2.750168, 7.090111], [-1.417862, -1.835283, 5.158004], [1.011049, 3.090636, 1.792722], [2.767318, 2.923959, 1.579626], [1.905113, 2.825730, 4.064133], [2.938226, 1.478257, 3.542276], [-1.356528, 2.317360, -0.218368], [-1.207769, 2.390517, -1.737318], [0.210802, 2.712605, -2.128291], [0.640879, 4.029321, -2.185363], [1.968249, 4.341782, -2.445859], [2.876817, 3.315148, -2.634506], [2.483108, 1.980277, -2.592957], [3.533534, 0.905949, -2.738235], [3.998916, 0.702915, -4.179537], [1.132258, 1.681529, -2.365345], [0.687039, 0.366318, -2.216811], [0.735564, -0.457437, -3.189954], [0.408275, -1.854192, -3.092958], [0.462467, -2.794007, -4.119796], [0.074367, -4.019233, -3.568080], [-0.206595, -3.765553, -2.230787], [-0.017143, -2.466717, -1.939903], [-2.380635, 2.078429, 0.068033], [-1.077117, 3.266779, 0.242781], [-0.712476, 1.536565, 0.189409], [-1.875289, 3.156373, -2.143421], [-1.505074, 1.434892, -2.168110], [-0.079578, 4.821763, -2.012482], [2.292046, 5.374776, -2.481848], [3.924002, 3.544548, -2.804054], [3.161112, -0.035184, -2.332568], [4.397139, 1.188784, -2.128396], [3.181335, 0.355026, -4.810628], [4.801374, -0.034820, -4.231434], [4.366997, 1.638552, -4.604376], [1.076385, -0.123747, -4.179104], [0.758878, -2.595879, -5.138763], [-0.000019, -4.972144, -4.066383], [-0.543869, -4.452906, -1.471850]],
  "forces_ev_per_angstrom": [[-0.0051, -0.5048, 0.0372], [-0.0450, -0.0766, 0.0930], [-0.0405, -0.0272, -0.0386], [0.0038, 0.0054, -0.0225], [-0.0124, -0.0039, -0.0008], [0.0162, 0.0069, 0.0022], [0.0070, 0.0051, 0.0211], [0.0374, 0.0007, -0.0293], [0.0184, 0.1331, -0.1127], [0.1496, -0.0353, 0.1317], [0.0085, -0.0804, -0.0474], [-0.0458, 0.2610, -0.1194], [-0.0366, -0.0543, 0.0218], [0.3026, -0.0796, 0.1544], [-0.0187, -0.0486, 0.0042], [0.0333, -0.0290, 0.0040], [-0.0227, 0.0186, -0.0289], [0.0108, 0.0920, -0.0521], [-0.0208, -0.0097, -0.0028], [-0.0099, -0.0056, 0.0114], [0.0077, 0.0004, 0.0162], [0.0163, 0.0094, 0.0023], [0.0016, -0.0136, -0.0110], [0.0062, -0.0039, -0.0264], [-0.0178, -0.0023, 0.0073], [-0.0296, 0.0179, 0.0055], [-0.0888, -0.1246, 0.0463], [-0.0346, 0.0147, -0.0551], [-0.0379, 0.1150, 0.0051], [-0.0410, 0.0038, -0.0255], [0.0421, 0.0030, 0.0045], [-0.0053, 0.0710, 0.0119], [0.0546, -0.0256, -0.0031], [0.0285, -0.0238, 0.0306], [0.0097, -0.0110, -0.0058], [-0.0167, -0.0505, 0.0514], [-0.0527, -0.1830, -0.0384], [0.1703, -0.0225, 0.0555], [-0.1887, 0.0426, 0.0390], [0.0897, 0.0312, -0.1051], [0.0066, -0.0313, -0.0604], [-0.1151, -0.0675, 0.1166], [0.1463, 0.4949, 0.0854], [-0.0550, 0.0329, 0.0006], [-0.0052, 0.0564, 0.0254], [-0.1532, 0.1068, -0.1264], [0.0119, 0.0058, 0.0190], [-0.0120, 0.0195, -0.0159], [-0.0090, 0.0150, -0.0019], [0.0005, -0.0017, -0.0035], [0.0110, 0.0032, -0.0036], [0.0107, 0.0162, 0.0013], [-0.0075, 0.0040, -0.0066], [-0.0204, -0.0089, -0.0197], [0.0093, -0.0093, -0.0035], [0.0095, 0.0141, -0.0070], [-0.0648, -0.0588, -0.0312], [0.0041, 0.0176, -0.0185], [-0.0008, -0.0156, -0.0075], [-0.0106, -0.0092, 0.0256]],
  "mulliken_charge": [0.31, -0.70, 0.19, -0.71, -0.27, -0.81, -0.22, 0.35, 0.83, -0.92, -0.84, 0.12, 0.31, -0.06, -0.53, -0.61, -0.09, 0.42, 0.41, 0.35, 0.37, 0.43, 0.21, 0.43, 0.40, 0.29, -0.76, -1.08, 0.74, -0.46, -0.97, -0.62, 0.91, -0.91, -1.23, -0.59, 0.23, -0.40, 0.31, -0.64, -0.74, -0.45, -0.26, 0.42, 0.30, -0.03, 0.50, 0.29, 0.42, 0.40, 0.42, 0.35, 0.55, 0.27, 0.40, 0.34, 0.39, 0.43, 0.40, 0.40],
  "gap_ev": 7.20,
  "de_lowest_kj_mol": 0.0,
  "homo_ev": -4.844,
  "e_lumo_ev": 2.4,
  "charge": -1
}

=====

{
  "formula": "C25H26BN4O7",
  "method": "ωB97M-V with the def2-TZVPD basis set",
  "elements": ["C", "C", "B", "O", "N", "N", "C", "N", "C", "N", "C", "C", "O", "O", "C", "C", "C", "C", "C", "C", "C", "H", "H", "H", "H", "H", "H", "H", "H", "H", "H", "H", "H", "H", "H", "H", "H", "H", "H", "C", "C", "C", "O", "C", "C", "C", "O", "H", "H", "H", "H", "C", "C", "C", "O", "C", "C", "C", "O", "H", "H", "H", "H"],
  "coordinates": [[1.833972, -0.371007, 2.465651], [2.175751, 1.009846, 1.848407], [1.046537, 1.613094, 0.932133], [0.572308, 0.903411, -0.090676], [0.593622, 3.051810, 1.192619], [1.263714, 4.015821, 0.490844], [0.814980, 5.202143, 0.890129], [-0.109612, 5.063855, 1.794079], [-0.282586, 3.753715, 1.969272], [-1.161694, 3.234165, 2.824788], [-1.926739, 4.215223, 3.603210], [-3.070000, 4.836591, 2.805246], [-2.975851, 5.225525, 1.698680], [-4.236910, 4.945368, 3.476298], [-1.436592, 1.819289, 3.047274], [-2.393371, 1.210215, 2.043752], [-2.032937, 0.140408, 1.234485], [-2.915954, -0.398552, 0.299428], [-4.192079, 0.131056, 0.156880], [-4.578053, 1.181441, 0.986767], [-3.690905, 1.709054, 1.919247], [2.491176, -1.133989, 2.067728], [2.043327, -0.331853, 3.529800], [0.793909, -0.652704, 2.366312], [2.366238, 1.712388, 2.656865], [3.084959, 0.972642, 1.248721], [0.070741, 1.418854, -0.743647], [1.975309, 3.766732, -0.177305], [1.180251, 6.134719, 0.505740], [-2.306073, 3.768782, 4.514269], [-1.243579, 5.002896, 3.905651], [-4.279080, 4.277115, 4.169571], [-1.917511, 1.737060, 4.015242], [-0.532507, 1.219340, 3.132846], [-1.059018, -0.311857, 1.303329], [-2.625787, -1.228434, -0.324044], [-4.898699, -0.237612, -0.567591], [-5.563903, 1.607677, 0.904806], [-4.056051, 2.517703, 2.535731], [1.964078, -0.763704, -2.633831], [2.916179, -1.438176, -3.272946], [2.971041, -1.467959, -4.758218], [3.831926, -2.084318, -5.342716], [1.924634, -0.714082, -5.498376], [0.975497, -0.039908, -4.854598], [0.925345, -0.012328, -3.374214], [0.053679, 0.609733, -2.790503], [1.902733, -0.733819, -1.554268], [3.681297, -1.994769, -2.750751], [1.981937, -0.748478, -6.578836], [0.203327, 0.514787, -5.372428], [0.374621, -6.298815, -0.928671], [1.115999, -5.200230, -0.819630], [2.285705, -4.971917, -1.701935], [2.963034, -3.967805, -1.602462], [2.599667, -6.010434, -2.711694], [1.859378, -7.110230, -2.823099], [0.686933, -7.342275, -1.940929], [0.009573, -8.339255, -2.040469], [-0.482636, -6.488276, -0.295311], [0.906876, -4.428061, -0.089842], [3.457523, -5.820077, -3.344295], [2.070350, -7.881532, -3.552513]],
  "forces_ev_per_angstrom": [[0.6261, 0.3571, 0.1641], [-0.8953, 0.4167, 0.2459], [0.5752, -1.0817, 0.7556], [0.2038, 1.0380, -0.0440], [-0.6484, 0.1306, -0.3333], [0.3277, 0.1779, -0.2673], [0.1381, -0.2517, -0.0159], [-0.3479, 0.9200, 0.3532], [0.5926, -1.1982, -0.2542], [-0.1965, 0.4990, 0.6715], [0.1578, -0.0319, -0.1968], [-0.3460, -0.2718, 0.8633], [0.3027, 0.3557, -1.2252], [-0.0972, -0.1745, 0.0492], [-0.4653, -0.5507, -0.3884], [-0.2420, -0.0365, -0.3715], [-0.1895, -0.2400, -0.1904], [-0.3915, 0.2467, 0.0580], [0.1814, 0.3980, 0.4800], [0.4163, 0.0103, 0.0835], [-0.1952, -0.1680, -0.2944], [-0.2069, -0.2885, -0.2060], [-0.0041, -0.0497, 0.1693], [-0.1359, -0.1922, -0.2410], [0.2059, 0.1185, 0.0593], [0.1574, -0.1353, -0.0386], [-0.3616, -0.6334, -0.2545], [0.0277, 0.1156, -0.0589], [0.1244, 0.1449, -0.1083], [0.1308, -0.3749, 0.0724], [-0.1014, 0.2964, 0.0116], [-0.0944, 0.2404, 0.2972], [0.1218, 0.1737, 0.3018], [0.3272, 0.1235, -0.1665], [0.1911, 0.0080, 0.1430], [0.2071, -0.0990, -0.0270], [0.0355, -0.2209, -0.1408], [-0.1658, 0.0248, -0.0144], [0.0940, 0.0622, 0.1043], [-0.0025, 0.0290, -0.0036], [0.0448, 0.0874, -0.0094], [-0.0114, -0.0041, -0.0139], [-0.0001, -0.0039, 0.0004], [-0.0314, 0.0226, -0.0007], [-0.0226, -0.0079, -0.0265], [0.0001, -0.0745, -0.0130], [-0.0043, 0.1974, -0.0465], [-0.0315, -0.0177, 0.0169], [-0.0043, -0.0533, -0.0263], [0.0254, -0.0186, 0.0020], [-0.0141, 0.0040, 0.0279], [0.0046, 0.0545, 0.0247], [-0.0249, -0.0147, 0.0059], [0.0389, -0.0319, -0.0294], [-0.0503, 0.0129, 0.0812], [-0.0017, -0.0311, -0.0250], [0.0309, 0.0377, -0.0067], [0.0005, -0.0300, -0.0126], [-0.0105, 0.0027, 0.0033], [-0.0047, -0.0374, -0.0170], [0.0300, 0.0106, -0.0045], [0.0055, 0.0277, 0.0165], [-0.0261, -0.0201, 0.0106]],
  "mulliken_charge": [-1.04, -0.32, -0.25, -0.18, 0.68, -0.31, -0.17, -0.50, 0.51, 0.26, -1.13, 0.54, -0.46, -0.52, -1.64, 1.26, 0.10, -1.01, -0.44, -0.93, -0.19, 0.29, 0.35, 0.29, 0.29, 0.45, 0.32, 0.18, 0.47, 0.51, 0.48, 0.37, 0.58, 0.42, 0.23, 0.45, 0.43, 0.43, 0.29, -0.06, -0.55, 0.24, -0.53, -0.46, -0.43, 0.36, -0.57, 0.60, 0.46, 0.43, 0.45, -0.38, -0.37, 0.47, -0.54, -0.33, -0.36, 0.30, -0.52, 0.41, 0.46, 0.44, 0.42],
  "gap_ev": 8.45,
  "homo_ev": -12.022,
  "e_lumo_ev": -3.6,
  "charge": 1
}